Density functional theory data (wB97M-V/def2-TZVPD) for 5 unconnected molecules or ions with the total composition H11O5 in a non-equilibrium geometry.

Element x y z (Å)
O 1.33195 2.09669 2.13244
H 0.47412 2.59423 2.00270
H 1.34668 2.20005 3.10559
O 1.72917 -1.86344 -0.78830
H 2.34594 -2.57553 -0.98195
H 1.24163 -2.18693 -0.04410
O -1.15744 -0.07351 0.58407
H -1.67188 0.54847 1.12776
H -1.91741 -0.42720 0.01184
O -2.80758 -0.69988 -1.79302
H -2.82533 -1.63989 -2.08477
H -3.51514 -0.24077 -2.32417
O 1.34085 0.71288 -0.39833
H 1.50669 1.25165 0.43246
H 2.03331 0.21900 -0.73313
H 0.54445 0.08419 -0.24909

The gap between HOMO and LUMO comes out at 12.0 eV. As for the net charge: +1. The relative energy (zero: lowest compared OMol25 entry of this formula, charge and spin) is 127.98 kJ/mol. Its LUMO energy is -3.2385 eV. The value obtained for the HOMO energy is -0.5587 Ha. The value obtained for the electronic energy is -382.52930 hartree.